1.
This record from the OMol25 dataset describes a molecular structure, C25H25Br39N3O4PS. The level of theory is the ωB97M-V functional and the def2-TZVPD basis.

Geometry as XYZ:
```
98
Properties=species:S:1:pos:R:3:forces:R:3
Br -10.32475 -2.53405 1.37804 0.02 -0.09 0.04
Br -7.29676 -3.18269 2.11469 0.02 -0.01 -0.06
Br -11.85757 3.64228 2.85281 0.00 0.06 0.02
Br -11.69213 -8.82592 4.05507 0.06 0.00 -0.03
Br 1.90210 -7.39067 4.08125 -0.03 0.06 -0.01
Br -8.62358 -8.21081 4.63001 -0.03 -0.04 -0.01
Br 6.31572 -1.61813 4.71830 0.16 -0.04 0.01
Br 5.30538 4.67746 -9.67871 -0.05 -0.05 -0.01
Br 4.70629 2.28924 -11.69778 -0.01 0.17 -0.10
Br 0.36041 -0.92524 -0.72982 -0.09 -0.64 0.25
Br -9.45323 -5.52782 2.05405 0.04 0.07 0.02
Br 9.52424 -1.49082 -1.80062 0.02 0.00 0.06
Br 0.60007 4.14505 -2.02267 0.28 3.60 -1.41
Br -9.04804 0.80902 2.55928 0.05 0.05 0.05
Br -9.42736 -10.30639 2.37218 -0.02 0.05 0.04
Br 1.58095 -4.30108 4.79178 -0.06 -0.08 -0.03
Br 1.05225 -1.11783 -8.16053 0.18 -0.05 -0.08
Br 10.47876 -3.66158 0.32621 0.05 -0.02 -0.13
Br -12.59821 3.76589 5.94855 -0.01 0.00 -0.05
Br -0.35814 7.14216 -2.80085 0.11 -0.07 0.01
Br -11.61007 0.13881 4.32257 0.02 -0.13 0.02
Br 11.21918 -0.59611 0.74844 -0.02 -0.04 -0.02
Br -2.73473 0.87346 -3.28782 0.06 -0.05 -0.03
Br -2.46822 -1.83084 0.43711 0.04 0.04 -0.04
Br 2.71560 0.70259 -6.13467 0.03 -0.03 -0.03
Br 9.35132 -1.04698 5.50250 -0.03 -0.01 -0.06
Br 3.89727 0.03575 -9.01526 -0.08 -0.07 0.18
Br 2.67108 6.58935 -1.94269 -0.05 -0.05 0.00
Br -0.92822 -5.97556 3.72083 0.05 -0.01 0.04
Br -14.90713 3.82582 3.75171 0.06 -0.01 0.02
Br -6.90039 -4.41976 -1.88310 0.02 -0.02 -0.04
Br -4.51099 -2.69520 -3.10473 -0.04 -0.02 0.00
Br -0.92860 -1.64490 -4.05486 -0.10 0.00 -0.21
Br -7.10161 -1.24241 -1.95257 0.02 -0.06 0.01
Br 2.33698 3.55222 -9.95991 0.02 0.03 -0.03
Br -1.15106 0.81849 -6.05780 -0.21 0.07 0.08
Br 8.65474 -3.29008 3.35135 -0.02 0.13 0.07
Br -8.76259 -1.02220 5.15461 -0.04 0.03 -0.04
Br 0.22774 -2.95155 1.72864 -0.05 0.11 -0.08
S -3.10883 2.11057 0.76207 0.09 0.07 -0.15
P -1.44372 1.99504 1.72267 -1.54 0.38 -0.69
O -1.37468 0.66329 2.58429 0.82 0.32 0.37
O -1.24526 3.22459 2.73568 0.57 -0.43 -0.12
O 6.04242 3.64900 2.41380 0.15 -0.34 0.68
O 5.55625 0.73240 2.67088 -0.83 0.12 -0.06
N 0.89203 1.93090 -1.61683 0.10 -2.15 2.52
N 1.18163 2.04352 1.26528 -0.14 0.06 -0.32
N 6.01681 2.01278 0.75782 -0.28 -0.05 0.24
C 10.88764 -1.99142 -0.53666 -0.01 0.03 0.04
C 6.23736 3.35125 1.27519 0.22 0.81 -0.18
C 2.10609 1.92182 -0.95589 0.64 -0.51 -1.17
C 2.25520 2.00452 0.43112 0.24 0.01 0.37
C 4.01347 3.87515 -10.85692 0.09 -0.04 -0.02
C -9.90263 -9.53516 4.07078 0.00 -0.01 0.01
C 4.66993 1.95842 0.23946 -0.40 0.06 -0.96
C -5.92605 -2.75947 -1.80867 0.06 0.08 0.10
C -9.70974 0.43576 4.32848 -0.02 0.05 -0.01
C 3.54348 2.03431 1.00681 0.36 0.06 0.60
C 2.30412 0.33316 -7.98348 -0.04 -0.09 0.04
C -13.09158 4.31182 4.16808 0.02 0.00 -0.02
C -8.91477 -3.84022 1.30238 -0.09 0.00 -0.07
C -0.10959 1.98098 -0.75652 -0.61 -0.59 -0.62
C 8.07032 -2.37206 4.94167 -0.15 -0.10 0.09
C 6.28298 0.99085 1.76272 0.72 -0.60 0.35
C 4.51704 1.85543 -1.16853 0.08 0.06 0.36
C 0.71102 -6.02275 4.72542 0.00 -0.02 0.03
C 1.10034 5.87333 -2.80212 -0.41 0.04 0.21
C 0.03004 2.00844 0.65402 0.05 -0.06 0.68
C 7.60240 0.26646 1.62434 0.29 0.92 -0.11
C 6.69768 4.39978 0.29269 -0.44 -0.44 -0.84
C 3.27634 1.83651 -1.73739 0.38 -0.04 -0.31
C -1.16464 0.26222 -4.21908 0.10 0.08 0.15
C -0.63932 -2.34113 0.12423 0.07 -0.14 -0.08
H -9.88001 -10.33107 4.80061 0.00 0.00 0.00
H 8.00681 -3.10728 5.73047 0.05 0.00 0.00
H 11.80230 -2.13580 -1.09282 0.00 0.00 -0.01
H 8.13205 0.55668 0.72042 -0.08 -0.26 -0.12
H -8.69655 -4.01139 0.25809 0.03 0.01 0.00
H 7.47470 -0.80824 1.71619 -0.08 -0.03 -0.07
H 3.63364 2.11313 2.08186 -0.13 0.01 0.00
H 5.41468 1.80666 -1.77103 -0.04 -0.07 -0.06
H 3.21205 1.74476 -2.81412 -0.29 0.07 0.00
H 3.81236 4.58815 -11.64288 -0.02 0.00 0.01
H -9.52706 1.31564 4.92872 -0.01 0.01 -0.01
H 1.35954 5.69302 -3.83640 0.00 -0.02 0.02
H -2.17584 0.58103 3.11986 -0.06 -0.18 -0.08
H -0.31272 0.73002 -3.74040 0.01 -0.03 0.02
H -0.65320 3.87731 2.33882 0.01 0.16 0.25
H 5.90962 5.14422 0.17470 0.00 0.07 0.20
H 0.44940 -6.28117 5.74097 0.02 0.01 0.01
H 6.86628 3.96875 -0.69350 0.19 0.02 0.05
H -1.11541 1.98030 -1.16081 -0.03 -0.01 0.00
H -5.46370 -2.70998 -0.83204 -0.02 -0.02 0.01
H -13.03556 5.39002 4.13974 -0.01 0.00 0.01
H 8.21733 0.60083 2.46575 0.00 -0.16 0.07
H -0.66065 -3.17272 -0.56607 0.01 0.01 -0.02
H 1.82931 1.21592 -8.38581 0.01 0.02 0.02
H 7.59230 4.89954 0.65253 0.03 -0.07 0.13
```
Forces are in eV/Å.

Properties
Electronic energy, eV: -2790768.3713
Orbital gap, hartree: 0.278

***

2.
This record from the OMol25 dataset describes a molecular structure, C25H25Cl3CuFN4O4S2. The level of theory is the ωB97M-V functional and the def2-TZVPD basis.

Geometry as XYZ:
```
65
Properties=species:S:1:pos:R:3:forces:R:3
Cu 0.68928 4.16109 0.38656 0.21 0.19 -0.21
Cl -3.96944 5.05435 0.89130 -0.02 -0.01 -0.01
Cl -3.08907 10.36778 1.15514 0.00 -0.03 0.00
Cl 1.08041 7.01256 0.53655 -0.05 0.05 0.01
S -4.51034 -0.51863 0.28598 0.03 0.03 -0.03
S -2.43716 1.69257 0.27099 0.11 -0.19 0.00
F -1.17106 -2.42638 1.29385 0.00 -0.02 0.00
O 0.93475 2.03083 1.05725 -0.14 -0.08 0.11
O -1.06244 4.87738 0.60269 -0.08 -0.05 0.07
O 4.69234 3.37866 -0.34434 -0.01 0.01 -0.01
O 2.55904 4.04935 -0.25113 -0.05 -0.01 0.14
N 3.76716 -0.56374 -0.28010 0.04 -0.02 0.04
N 0.72757 -4.29360 0.32396 0.01 0.00 0.01
N 0.87460 -6.51273 -0.73881 0.00 0.00 0.00
N -4.86552 1.77008 -0.78675 0.03 -0.03 -0.06
C -0.53591 -6.25345 -0.29691 -0.01 0.02 0.01
C 0.98249 -2.89016 0.41968 -0.01 0.02 -0.02
C 2.22847 -2.42564 0.03242 -0.02 -0.02 -0.03
C -3.90234 1.09675 -0.11887 -0.10 0.12 0.02
C 1.43865 -5.17692 1.23093 -0.04 -0.01 0.03
C 0.29679 -0.63158 0.90274 0.01 0.03 0.05
C -2.84835 6.38900 0.87176 0.09 0.04 -0.02
C 4.84330 -1.43599 -0.72990 0.00 -0.01 -0.04
C 2.53619 -1.06025 0.09339 0.01 0.01 -0.06
C 4.73640 -1.79035 -2.20751 -0.01 0.01 0.03
C -0.62978 -4.76456 0.09550 0.03 -0.01 -0.04
C 1.81685 -6.43829 0.43273 0.01 0.02 0.01
C -6.19236 -0.10216 -0.26435 0.00 -0.02 0.02
C 3.96140 0.79115 -0.32469 -0.04 0.00 0.03
C 3.05984 1.73302 0.02439 -0.02 -0.01 0.02
C -1.46658 6.08544 0.72162 -0.04 -0.03 -0.03
C -2.47318 8.73936 0.99086 0.03 0.01 0.00
C -3.34769 7.66844 1.00314 -0.07 -0.02 0.01
C 0.03464 -1.97305 0.86818 -0.02 -0.03 0.05
C -5.99154 1.00866 -1.28702 0.00 0.01 0.02
C 1.54647 -0.16062 0.51627 0.04 0.03 0.01
C 3.48351 3.19528 -0.18804 0.02 -0.06 -0.08
C -1.11417 8.52831 0.84799 0.00 0.01 0.00
C -0.63522 7.23924 0.71648 0.00 -0.01 0.02
C 1.79069 1.30493 0.56692 0.00 0.03 -0.05
H -4.60272 2.66211 -1.18019 -0.02 0.04 0.06
H -5.77365 0.58770 -2.27509 0.00 -0.01 0.00
H -6.87437 1.64260 -1.36413 0.00 0.01 0.00
H 5.56535 -2.43265 -2.50768 0.00 0.00 0.00
H -4.41166 7.82385 1.11467 0.00 0.00 0.00
H -6.67571 -0.97620 -0.69417 0.00 0.00 0.00
H 1.13340 -5.74529 -1.36551 0.00 -0.01 -0.01
H 4.85639 -2.33129 -0.10585 0.01 0.01 0.02
H -0.72092 -6.91659 0.54594 0.00 -0.02 -0.01
H 0.96552 -7.39799 -1.23265 0.00 -0.01 0.01
H 3.79894 -2.30419 -2.42618 0.00 0.00 -0.01
H -0.45577 0.07677 1.23070 -0.01 -0.01 -0.01
H 4.76858 -0.88418 -2.81206 0.00 -0.01 -0.01
H 0.82677 -5.44462 2.10228 0.00 0.01 0.01
H 5.77881 -0.91336 -0.53677 0.00 0.01 -0.01
H 4.93347 1.13014 -0.66368 0.01 -0.01 0.00
H 1.70811 -7.35693 1.00567 -0.01 -0.01 -0.01
H -0.42539 9.36126 0.83730 0.00 0.00 0.00
H -6.76907 0.24888 0.59023 -0.01 0.01 -0.01
H -1.07166 -4.17751 -0.70838 -0.01 0.00 0.00
H -1.28181 -4.67848 0.96789 0.01 0.00 0.01
H 2.33712 -4.68881 1.59771 0.00 0.00 -0.01
H 2.93870 -3.14235 -0.35808 0.02 0.01 0.00
H 2.82413 -6.38221 0.02422 0.00 -0.01 0.00
H -1.21126 -6.51677 -1.10704 0.01 0.01 -0.01
```
Forces are in eV/Å.

Properties
Electronic energy, eV: -147075.1167
Orbital gap, hartree: 0.142

***

- Number 1 is which compound?
  C25H25Br39N3O4PS

***

- Which of these has the lowest orbital gap?
  C25H25Cl3CuFN4O4S2

***

- The highest electronic energy belongs to which entry?
  C25H25Cl3CuFN4O4S2

***

- Which of these has the lowest orbital gap?
  C25H25Cl3CuFN4O4S2